DFT (ωB97M-V/def2-TZVPD) results for 2 unconnected molecules or ions with the total composition CCl2FNO2 in a non-equilibrium geometry.

The geometry in XYZ format:
```
7
Properties=species:S:1:pos:R:3:forces:R:3
C -0.192580 0.032891 -0.599588 4.5 1.8 -0.3
N -0.243729 -0.157583 0.957190 -1.7 2.1 -1.6
O -0.306546 0.837512 1.600393 0.4 1.0 0.1
O -0.392269 -1.259743 1.301089 0.3 -3.0 0.7
F 1.772185 0.319698 -0.244479 -3.1 -0.3 -0.6
Cl -0.623920 1.478874 -1.404289 -0.1 -0.6 1.4
Cl -0.013141 -1.251650 -1.610317 -0.4 -0.9 0.3
```
Forces are in eV/Å.

Results
E, a.u.: -1263.37442
ΔE to the lowest compared entry with this formula, charge and spin, kJ/mol: 245.77
Spin multiplicity: 1
F_max, eV/Å: 4.90
HOMO (spin up / spin down), eV: -11.805 / -11.805
Orbital gap (spin up / spin down), eV: 9.527 / 9.527
E_LUMO (spin up / spin down), Ha: -0.0837 / -0.0837